Entry 1:
{"formula": "C47H84O31", "method": "the ωB97M-V functional and the def2-TZVPD basis", "species": ["C", "C", "O", "C", "O", "O", "H", "H", "H", "H", "C", "C", "O", "C", "O", "O", "H", "H", "H", "H", "C", "C", "O", "C", "O", "O", "H", "H", "H", "H", "C", "C", "O", "C", "O", "O", "H", "H", "H", "H", "C", "C", "O", "C", "O", "O", "H", "H", "H", "H", "O", "C", "O", "C", "C", "C", "H", "H", "H", "H", "H", "H", "H", "H", "O", "C", "O", "C", "C", "C", "H", "H", "H", "H", "H", "H", "H", "H", "O", "C", "O", "C", "C", "C", "H", "H", "H", "H", "H", "H", "H", "H", "O", "C", "O", "C", "C", "C", "H", "H", "H", "H", "H", "H", "H", "H", "O", "C", "O", "C", "C", "C", "H", "H", "H", "H", "H", "H", "H", "H", "O", "C", "O", "C", "C", "C", "H", "H", "H", "H", "H", "H", "H", "H", "O", "C", "O", "C", "C", "C", "H", "H", "H", "H", "H", "H", "H", "H", "O", "C", "O", "C", "C", "C", "H", "H", "H", "H", "H", "H", "H", "H"], "coordinates": [[-1.781351, -4.612418, -4.243118], [-1.000243, -3.346491, -3.900285], [0.322762, -3.865097, -3.734276], [0.434324, -5.091143, -4.264031], [1.457673, -5.655541, -4.460732], [-0.770691, -5.566749, -4.652147], [-2.475180, -4.590550, -5.100936], [-2.250823, -4.974154, -3.378784], [-1.224341, -2.889551, -2.953671], [-0.949119, -2.610344, -4.660956], [-0.048916, -4.245016, 4.487719], [0.745652, -5.533967, 4.330757], [1.692057, -5.188335, 3.301521], [1.763114, -3.889411, 3.162676], [2.649374, -3.317818, 2.582765], [0.740979, -3.287378, 3.775677], [-0.219380, -3.776063, 5.438154], [-0.959492, -4.272357, 3.862968], [0.187989, -6.392142, 4.039750], [1.364085, -5.696239, 5.231669], [4.395373, 1.566286, -4.503898], [5.562467, 2.609234, -4.222743], [4.842736, 3.766587, -3.759659], [3.528885, 3.538766, -3.709088], [2.715456, 4.280445, -3.204852], [3.223012, 2.401615, -4.324567], [4.407696, 0.668606, -3.906832], [4.389382, 1.246436, -5.519798], [6.087122, 2.994601, -5.109416], [6.240162, 2.352561, -3.347398], [-3.260299, -0.161353, -2.339380], [-4.635934, -0.735161, -1.877844], [-4.827764, -1.931180, -2.689927], [-3.977431, -1.864671, -3.751968], [-4.001175, -2.607527, -4.691194], [-3.113943, -0.892418, -3.597823], [-2.460811, -0.421203, -1.656380], [-3.281867, 0.855451, -2.634339], [-5.518635, -0.093755, -1.978062], [-4.645927, -0.986097, -0.790926], [-0.914977, 6.062429, -4.437261], [-0.208776, 5.774354, -3.121695], [-0.546347, 4.393890, -2.770220], [-1.648567, 4.062016, -3.524098], [-2.278679, 3.050583, -3.360438], [-1.904268, 5.016627, -4.453699], [-0.337089, 5.989812, -5.408487], [-1.431307, 7.030349, -4.407725], [-0.403169, 6.481382, -2.297919], [0.890370, 5.784288, -3.271189], [-5.147915, 2.473548, -1.918694], [-4.990908, 3.538341, -2.457571], [-5.306294, 3.764076, -3.715027], [-5.852517, 2.763113, -4.576915], [-6.329886, 3.301075, -5.874966], [-4.496035, 4.778826, -1.748734], [-6.709787, 2.375947, -4.050870], [-5.059693, 2.048078, -4.634776], [-6.672063, 2.553379, -6.521613], [-5.548730, 3.912498, -6.423653], [-7.191147, 4.007074, -5.766709], [-3.804898, 5.328783, -2.412305], [-3.826341, 4.463919, -0.928183], [-5.285083, 5.427023, -1.417343], [-1.652428, -4.138202, 1.874444], [-1.994006, -3.893325, 0.746133], [-1.372684, -4.466439, -0.349303], [-0.203844, -5.200292, -0.010661], [1.039284, -4.402673, -0.177233], [-3.085627, -2.967444, 0.408886], [-0.202431, -5.983291, -0.827385], [-0.259708, -5.635432, 0.965136], [1.354212, -4.060105, -1.196448], [1.809561, -5.043706, 0.178281], [1.036689, -3.599463, 0.537963], [-2.819839, -1.943537, 0.707452], [-3.934912, -3.212955, 1.008077], [-3.362814, -3.009454, -0.644082], [3.694297, -1.604508, -2.633349], [3.897535, -2.749701, -2.244277], [4.139536, -3.100516, -0.930762], [4.082356, -1.954139, -0.034516], [5.400346, -1.282829, 0.283220], [3.799055, -3.910171, -3.169765], [3.668466, -2.510641, 0.802808], [3.415244, -1.170826, -0.347759], [6.207034, -1.968233, 0.503398], [5.184436, -0.686452, 1.192680], [5.802913, -0.632266, -0.518791], [4.801327, -4.384823, -3.211175], [3.445884, -3.581967, -4.133463], [3.160081, -4.718469, -2.837006], [-1.681713, 0.957400, 6.791333], [-2.322707, 1.236370, 5.826196], [-2.441647, 0.442851, 4.766697], [-1.828056, -0.893007, 4.866491], [-2.931824, -1.749426, 5.217945], [-3.224546, 2.449635, 5.642439], [-1.033455, -0.904516, 5.576565], [-1.363732, -1.035149, 3.889211], [-3.859036, -1.488238, 4.712638], [-3.075344, -1.630260, 6.309577], [-2.855050, -2.791098, 5.047577], [-3.443157, 3.010361, 6.612513], [-4.175259, 2.053902, 5.333883], [-2.842757, 3.097969, 4.899349], [2.262078, -3.158600, 6.141473], [2.541823, -2.053655, 6.495257], [3.763133, -1.498543, 6.246816], [4.815276, -2.347264, 5.635462], [6.029368, -1.451103, 5.216480], [1.716816, -1.124716, 7.445297], [4.409366, -2.879076, 4.771112], [5.059390, -3.077180, 6.415207], [6.820284, -2.131569, 4.831461], [6.442307, -0.823216, 6.063361], [5.847668, -0.837817, 4.356169], [2.211899, -1.034193, 8.387959], [0.778985, -1.660633, 7.658166], [1.729426, -0.097758, 7.058714], [4.206039, 2.387212, -1.214371], [4.354318, 3.288617, -0.421448], [3.401900, 3.920969, 0.252686], [1.993051, 3.607097, -0.134979], [1.213476, 4.877242, 0.169467], [5.759951, 3.911264, -0.235204], [1.558588, 2.717435, 0.309929], [2.110656, 3.610026, -1.244157], [1.875346, 5.481341, 0.894398], [0.247450, 4.746479, 0.646102], [1.100154, 5.514326, -0.636910], [5.821008, 4.383095, 0.731082], [5.779688, 4.587175, -1.055054], [6.519518, 3.189963, -0.555056], [-3.399732, 0.298240, 0.679263], [-3.764929, 1.434994, 1.046090], [-2.899128, 2.411085, 1.411339], [-1.485581, 2.156179, 1.118344], [-1.362308, 2.338087, -0.388033], [-5.202149, 1.940904, 1.161303], [-1.193407, 1.167166, 1.524582], [-0.918969, 2.944497, 1.595813], [-1.750941, 3.330319, -0.529757], [-1.955708, 1.672890, -0.916252], [-0.272363, 2.356445, -0.561877], [-5.278641, 2.777705, 1.892590], [-5.902965, 1.050057, 1.400293], [-5.502343, 2.409138, 0.205788], [-0.303302, -1.552626, -0.907066], [0.488575, -0.652312, -1.051176], [0.953848, 0.030089, 0.058595], [0.532067, -0.617023, 1.327221], [0.952929, 0.213448, 2.565107], [0.948378, -0.016277, -2.298477], [0.973109, -1.608041, 1.397254], [-0.537640, -0.671044, 1.247001], [0.504317, 1.170752, 2.566777], [2.040614, 0.273363, 2.512099], [0.572028, -0.356648, 3.375873], [0.010838, 0.405519, -2.810208], [1.369409, -0.805382, -2.964287], [1.700477, 0.738753, -2.071069]], "atomic_forces_ev_per_a": [[0.062, 0.029, -1.789], [0.377, -0.853, 0.242], [0.729, -0.150, 0.199], [-0.737, 0.169, -0.819], [0.727, -0.460, 0.258], [0.302, 0.560, 0.655], [0.212, 0.536, 0.717], [-0.853, -0.685, 1.166], [-0.558, 0.148, 0.329], [-0.238, 0.675, -0.849], [-1.218, 0.514, -2.039], [1.377, 1.154, 1.370], [-0.104, -1.687, -0.068], [0.454, 1.347, 0.043], [-0.433, -0.021, 0.083], [0.653, 0.652, -0.251], [0.024, -0.593, 0.745], [0.053, -0.284, 0.834], [-0.400, -0.541, -0.218], [-0.459, -0.348, -0.290], [0.930, 1.712, -0.115], [-0.271, -0.100, 1.015], [-0.170, 0.339, 0.415], [-0.452, 0.479, 0.411], [0.757, -0.346, -0.692], [-0.060, -1.134, 0.296], [-0.280, 0.104, 0.787], [0.037, -0.093, -0.865], [0.103, -0.795, 0.270], [-0.677, -0.098, -1.451], [-1.726, -1.848, -0.645], [-0.166, -0.130, 1.282], [0.405, 0.634, 0.001], [-0.838, -0.660, 0.520], [-0.080, -0.008, 0.180], [1.380, 1.025, 0.050], [0.192, -0.060, -0.051], [0.007, 1.038, 0.187], [0.450, 0.170, -0.597], [0.323, -0.209, -1.011], [-0.432, -0.245, -0.452], [2.424, -0.354, 0.027], [-1.192, 1.250, -1.039], [0.587, -0.319, 0.495], [0.416, 0.979, -0.393], [-0.444, -0.516, 0.146], [-0.281, -0.009, 1.399], [0.072, -0.302, -0.122], [-0.525, -0.508, -0.309], [-0.587, -0.077, 0.187], [0.029, -0.596, 0.189], [-0.418, 0.136, 0.102], [0.041, 2.058, -0.859], [-0.165, -0.270, 1.311], [0.704, 3.413, -0.426], [2.010, -0.468, -0.404], [-0.195, -0.722, 0.244], [0.186, -0.908, -0.481], [-0.307, -1.407, -0.836], [-0.645, -0.857, 0.630], [0.618, -0.540, 0.260], [-0.677, -0.002, 0.003], [-0.755, 0.047, -0.017], [-0.398, 0.167, 0.154], [0.086, 0.002, 0.287], [1.044, -0.649, -1.109], [-1.335, 1.184, 1.630], [0.084, -1.298, -3.093], [0.651, 0.557, -0.248], [-0.122, 0.665, -0.603], [0.031, 0.321, 1.183], [-0.198, -0.261, 0.448], [-0.862, -0.244, 0.836], [1.038, -0.620, 0.202], [0.023, 0.724, -0.025], [0.153, -0.277, -0.282], [-0.669, -0.297, 0.416], [0.123, 0.081, 0.054], [0.593, -1.063, 0.875], [-0.796, 0.542, 0.371], [-0.029, 1.664, -2.495], [0.231, -1.138, 0.850], [0.219, 0.378, 0.011], [1.080, -0.771, 0.290], [0.119, 0.801, 0.590], [-0.601, -0.105, -0.512], [0.039, -0.437, 0.290], [0.378, -0.072, -0.496], [-0.620, -0.157, 0.340], [-0.396, 0.324, -0.318], [0.151, 0.063, -0.250], [-0.306, 0.116, 0.349], [0.698, 0.013, 0.984], [-1.044, 0.631, -0.163], [0.772, -0.337, -0.462], [0.756, 1.727, -1.847], [-2.017, -0.855, 1.723], [-0.419, -0.183, 2.341], [0.480, 0.209, 0.676], [-0.368, -0.267, -0.078], [0.035, 0.344, -0.072], [-0.345, -0.094, -0.436], [0.741, -1.148, -0.279], [0.803, -0.799, -1.256], [-0.450, -0.044, -0.462], [0.349, 0.714, -0.786], [-0.633, -0.637, -0.164], [1.440, 1.345, 1.318], [-0.012, -0.091, -0.409], [-0.129, 0.999, 0.116], [0.218, -1.019, 1.154], [0.411, -1.137, -1.324], [-0.039, 0.155, 0.106], [0.265, 0.110, -0.271], [-0.309, 0.226, 0.622], [-0.551, -0.816, -0.950], [-0.648, 0.564, -0.234], [0.709, -0.235, 0.604], [-0.010, 0.871, -0.461], [-0.761, -0.414, -0.121], [-0.632, -0.124, 0.174], [1.605, -0.068, -0.444], [-0.721, -0.698, 0.438], [0.864, 1.743, -1.970], [1.574, 0.175, 3.316], [-1.568, -1.222, -0.338], [0.661, -0.229, 0.057], [-0.706, -1.043, 0.852], [-1.167, -0.834, -0.758], [-0.091, -0.261, 0.036], [-0.222, 0.986, -1.908], [0.579, 0.149, 0.128], [0.047, 1.333, -0.450], [-0.156, -0.101, 0.894], [-0.957, 2.855, 0.911], [0.650, -1.307, -0.145], [-0.123, -0.714, 0.079], [-0.988, -0.771, -0.499], [1.992, 1.278, 2.296], [-0.657, -0.825, 0.359], [-0.394, 0.746, -0.437], [-0.109, 0.112, 0.458], [-0.022, 0.541, -0.529], [-0.546, -1.419, -1.147], [-0.688, -0.319, -0.806], [0.128, -0.932, -0.169], [1.155, 1.641, -0.349], [0.254, -0.623, 0.249], [0.227, -0.183, -0.687], [-0.549, 0.759, 1.959], [0.068, -1.063, 0.389], [0.382, 1.198, -0.187], [0.630, -1.231, -2.421], [-0.782, -0.207, -1.482], [-0.043, -0.028, -0.150], [-0.555, -0.437, 0.191], [-0.260, 1.068, 0.044], [-0.036, 0.117, 0.611], [0.176, -0.398, 1.066], [1.424, -0.367, 0.653], [-0.247, 0.650, 0.430], [-0.148, 0.052, -0.286]], "homo_ev": -9.96, "molar_mass_g_mol": 1145.2, "energy_ha": -4173.80866, "e_lumo_ev": 0.36}

Entry 2:
{"formula": "C4H12BF2N3O6S2", "method": "the ωB97M-V functional and the def2-TZVPD basis", "species": ["O", "B", "O", "N", "C", "C", "N", "C", "C", "H", "H", "H", "H", "H", "H", "H", "H", "H", "H", "H", "H", "N", "S", "O", "O", "F", "S", "O", "O", "F"], "coordinates": [[2.708613, -0.102117, -0.929063], [1.622138, 0.687241, -0.826429], [1.467210, 1.475573, 0.243266], [0.584573, 0.644384, -1.991567], [-0.376461, 1.805602, -2.044237], [-1.842598, 1.366521, -2.109905], [-2.215534, 0.304798, -1.200303], [-1.198342, -0.702780, -0.916963], [-0.148857, -0.701510, -1.969431], [2.815972, -0.532657, -1.777872], [0.554049, 1.604759, 0.532339], [1.117127, 0.650441, -2.856098], [-0.213566, 2.483007, -1.216552], [-0.156598, 2.365694, -2.947830], [-2.100235, 1.129795, -3.141497], [-2.416740, 2.249841, -1.850345], [-2.620527, 0.663663, -0.350527], [-1.655839, -1.691379, -0.944327], [-0.787731, -0.611377, 0.083502], [-0.580175, -0.820880, -2.959024], [0.582110, -1.486767, -1.821133], [0.691496, -1.266182, 2.584742], [1.477752, -2.053326, 3.734475], [0.664199, -2.939719, 4.492245], [2.467653, -1.285219, 4.405987], [2.299718, -3.002405, 2.765429], [-0.347515, -0.210895, 3.083937], [-1.198758, 0.204962, 1.994644], [0.139383, 0.816396, 3.938652], [-1.332515, -1.045464, 3.993887]], "atomic_forces_ev_per_a": [[-0.173, 0.310, -0.361], [0.390, -0.039, 0.830], [-0.377, -0.309, -0.344], [-0.099, -0.272, 0.283], [-0.469, 0.220, -0.452], [0.140, 0.019, 0.273], [0.023, 0.165, -0.045], [-0.584, -0.355, 0.138], [0.208, 0.321, -0.524], [0.292, -0.287, -0.071], [0.004, 0.168, 0.346], [0.063, 0.061, -0.078], [0.221, -0.182, 0.286], [0.165, 0.115, -0.086], [-0.015, -0.198, -0.122], [-0.176, 0.120, -0.101], [0.069, -0.040, 0.174], [-0.034, -0.171, 0.004], [0.237, 0.157, 0.209], [-0.080, -0.022, -0.132], [0.160, -0.057, 0.138], [-0.376, 0.101, 0.091], [0.763, -0.500, 0.031], [-0.203, -0.019, -0.039], [0.022, 0.181, -0.068], [-0.138, 0.166, -0.100], [-0.477, 0.134, 0.230], [0.344, 0.084, -0.499], [0.159, 0.070, 0.050], [-0.060, 0.059, -0.061]], "homo_ev": -9.12, "molar_mass_g_mol": 311.1, "energy_ha": -1796.34936, "e_lumo_ev": -1.28}